Entry 1:
Entry from the Open Molecules 2025 dataset: a molecular structure, C26H43BrMnN6P2 (ωB97M-V/def2-TZVPD).

```
79
Properties=species:S:1:pos:R:3:forces:R:3
N 5.187739 -2.330688 -1.405966 0.5241 -0.2293 -0.2520
C 5.091455 -2.114585 -0.095326 -0.9590 0.2966 -0.0808
C 3.878415 -1.778034 0.512319 0.1075 -0.2980 -0.5090
C 2.716938 -1.759642 -0.279911 -0.0722 0.0616 -0.5475
C 2.837193 -1.927384 -1.670370 0.9661 -0.1367 0.1563
C 4.118886 -2.225457 -2.186723 -0.9811 0.3742 0.5613
C 1.393801 -1.649462 0.379021 -0.6042 -1.5027 -1.0102
Mn 0.254292 -0.114099 0.311171 2.7611 3.2563 1.2440
P -1.855785 0.307362 0.432371 -4.1924 -0.1322 1.2518
C 0.103477 -1.920283 -0.350270 0.7735 -5.5823 0.5328
C -0.805903 -2.995447 0.155917 1.5618 2.2207 -1.2704
C -1.811990 -3.492031 -0.699863 -1.2767 -0.6145 0.1138
C -2.881261 -4.214588 -0.180691 0.6877 0.3433 -0.6921
C -2.923614 -4.536072 1.193449 0.7180 0.5687 -0.4274
C -1.818079 -4.209391 2.004628 1.0656 0.4896 -0.2403
C -0.752139 -3.470688 1.478181 -0.9248 -0.8657 1.1959
Br -4.399821 -5.347685 1.899034 -0.3457 -0.2712 0.2067
H 1.429122 -1.986115 1.421216 -0.2389 -0.0503 -0.5865
H 0.029264 -1.755194 -1.435284 0.1002 -0.0870 0.2966
H 3.833353 -1.540940 1.571428 0.0020 -0.3315 -0.2645
H 1.987075 -1.848610 -2.352877 0.2336 -0.2148 0.2765
H 5.983270 -2.227998 0.516330 0.0241 0.0782 -0.2661
H 4.232732 -2.405819 -3.261844 0.1718 0.0867 0.4342
H -1.758617 -3.320281 -1.777310 -0.0961 0.1716 0.3573
H 0.104111 -3.251960 2.116989 -0.3788 0.0209 -0.1483
H -3.673569 -4.521291 -0.856753 0.0401 -0.1010 0.2370
H -1.790604 -4.511284 3.047809 -0.0707 -0.0310 -0.1965
P 0.790608 1.730380 -1.227334 1.0438 1.0918 -1.3628
C -2.912602 -0.801457 1.466188 0.4194 -0.3118 0.0546
C -4.415541 -0.707076 1.241221 -0.3137 -0.3923 0.0384
H -2.652965 -0.610147 2.518832 0.0191 -0.0999 -0.2787
H -2.562748 -1.810804 1.222873 -0.3547 0.2178 0.2556
H -4.940770 -1.418148 1.893430 0.1676 0.2319 -0.0177
H -4.833898 0.293952 1.416709 0.1394 -0.4768 -0.2004
H -4.623087 -1.017280 0.216044 -0.1748 -0.0498 0.6134
C -2.594961 0.082295 -1.266216 0.0733 0.6195 -0.2348
C -4.039186 0.445423 -1.613410 -0.3848 0.0477 -0.5077
H -2.442478 -0.993282 -1.481925 0.1106 0.4071 0.3438
H -1.942155 0.628866 -1.963625 -0.1535 -0.3582 0.2906
H -4.163845 0.299836 -2.698224 0.0782 0.2286 0.2811
H -4.780094 -0.211027 -1.151184 0.2618 0.5025 -0.3251
H -4.287765 1.487074 -1.379579 0.0497 -0.2457 -0.0373
C -2.007411 1.789415 1.539358 -0.1450 0.4639 -0.5928
C -3.362468 2.475993 1.680892 -0.0851 0.6802 0.3308
H -1.229247 2.513705 1.267240 -0.2990 -0.0872 0.0068
H -1.718018 1.394170 2.527041 0.0841 -0.1124 -0.3966
H -3.182547 3.395004 2.262536 -0.2836 -0.2102 -0.2569
H -3.809073 2.762104 0.719996 0.1462 -0.0840 0.2512
H -4.090666 1.888967 2.253210 0.3160 0.1208 -0.2262
C 0.833290 3.389465 -0.390699 -0.2560 -0.3946 -0.0058
C 1.202339 4.525060 -1.334905 -0.0096 0.3304 0.0872
H 1.540690 3.325049 0.445963 -0.1278 -0.0161 -0.1699
H -0.161239 3.545813 0.044544 0.1760 0.1393 -0.1138
H 2.203463 4.390901 -1.757568 -0.2057 0.0964 0.0813
H 0.477808 4.605547 -2.148711 0.1923 0.1448 0.1579
H 1.184846 5.476458 -0.793634 0.0790 -0.1450 -0.0975
C -0.142549 2.097807 -2.788582 -0.3589 0.2191 0.3474
C -0.110839 1.033863 -3.881177 0.0747 -0.1839 -0.2286
H 0.263977 3.027006 -3.211053 -0.1142 -0.3045 0.2618
H -1.173612 2.315486 -2.478779 0.1358 0.1176 -0.1989
H 0.837638 1.063678 -4.434688 -0.2570 -0.0433 0.1897
H -0.237858 0.013474 -3.499108 -0.0501 0.1019 -0.0404
H -0.917163 1.233500 -4.602399 0.2830 -0.1355 0.1935
C 2.485746 1.632875 -1.951420 -0.2119 -0.1518 -0.0363
C 3.571468 1.613859 -0.884928 0.3837 -0.2549 0.0879
H 2.629015 2.472084 -2.649789 -0.2173 -0.2420 0.2163
H 2.499526 0.710639 -2.551797 0.1528 0.2436 0.1335
H 3.678214 0.597139 -0.476985 0.0779 0.4323 -0.0787
H 4.529223 1.910263 -1.338429 -0.2496 -0.1396 0.3170
H 3.355615 2.294487 -0.046900 0.1760 -0.1032 -0.3082
N 3.899209 0.060735 4.132476 0.0049 -0.3185 -0.1062
N 2.625379 0.321652 3.686809 -0.2291 2.0462 -2.5344
N 2.214249 1.626807 3.817006 -0.3700 -1.9620 -0.5945
C 1.355526 1.717785 2.817984 -0.0246 0.1839 -0.0295
N 1.261428 0.594663 2.053125 1.4307 -0.2776 1.6986
N 2.147684 -0.284631 2.592919 -0.5401 1.7444 1.8215
H 4.133791 -0.913804 4.048592 -0.0799 -0.3080 0.2369
H 4.062462 0.476293 5.036595 -0.1466 -0.0603 0.2508
H 0.841849 2.655752 2.614793 -0.0300 -0.4627 0.0594
```
Forces are in eV/Å.

As for the charge: +2. Its HOMO energy (alpha / beta) is -13.513 / -13.796 eV. For the molar mass, the calculation gives 636.46 g/mol. Its multiplicity is 6. The lowest unoccupied orbital energy (alpha / beta) comes out at -5.902 / -8.956 eV. The calculation puts the gap between HOMO and LUMO (alpha / beta) at 0.2797 / 0.1779 Ha.

---

Entry 2:
Entry from the Open Molecules 2025 dataset: a molecular structure, C4H18HgO6 (ωB97M-V/def2-TZVPD).

```
29
Properties=species:S:1:pos:R:3:forces:R:3
Hg 5.810110 -15.537747 -19.411427 1.2337 1.5698 -2.2661
C 4.063871 -12.603377 -21.151784 0.4757 0.2658 -0.6436
C 5.444274 -12.338456 -20.554759 0.2337 -0.1552 0.5250
O 5.947061 -13.346032 -19.751190 -0.0890 -0.3318 0.7205
H 4.056932 -13.597566 -21.597213 -0.1614 -0.0752 0.1900
H 3.906772 -11.916987 -21.992534 -0.2214 0.1121 0.1745
H 3.261261 -12.486034 -20.424901 -0.0126 -0.1672 0.0333
H 5.377528 -11.408402 -19.956589 -0.0544 0.0003 -0.1043
H 6.177979 -12.109605 -21.348215 -0.2748 -0.0527 -0.2272
C 6.659183 -14.849280 -22.780294 0.9194 0.1130 -0.3584
C 7.441715 -16.030894 -22.173512 -1.4392 -0.0044 -1.0043
O 7.319323 -16.210107 -20.821448 0.3792 -0.2625 0.7757
H 7.153364 -13.934643 -22.449741 -0.4967 0.2043 0.1807
H 5.590397 -14.825715 -22.579828 0.0105 0.0069 0.3285
H 6.758292 -14.868150 -23.873537 0.0378 -0.0994 0.0469
H 8.471549 -15.857237 -22.530441 0.1745 -0.1838 0.4975
H 7.080247 -16.922887 -22.730852 0.2065 -0.0938 0.1484
O 3.971450 -15.290369 -17.918667 -0.5337 -0.5436 0.4270
H 3.603111 -14.742668 -17.218029 0.2156 0.2780 -0.0172
H 3.450359 -16.099757 -17.909328 -0.2150 0.0748 -0.0610
O 5.795515 -17.781277 -18.378824 -0.3917 -0.2810 0.5577
H 5.219403 -17.627513 -17.622854 0.0662 -0.1054 0.1300
H 6.118860 -18.680719 -18.266350 0.1686 -0.0361 -0.2662
O 7.255568 -15.330137 -17.507156 0.2461 0.1129 0.7046
H 7.937655 -14.651570 -17.536729 -0.0620 0.1430 -0.2234
H 7.533665 -15.956951 -16.834514 0.0499 -0.1302 -0.0832
O 3.916997 -16.119420 -20.926441 -0.5652 -0.4234 -0.1506
H 4.003015 -15.653517 -21.764180 0.1556 0.0514 -0.0364
H 3.000974 -16.410983 -20.890397 -0.0560 0.0134 0.0015
```
Forces are in eV/Å.

Its HOMO energy is -6.951 eV. For the molar mass, the calculation gives 362.77 g/mol. The lowest unoccupied orbital energy comes out at -0.623 eV. The calculation puts the gap between HOMO and LUMO at 0.2326 Ha.

---

Entry 3:
Entry from the Open Molecules 2025 dataset: a molecular structure, C52H40IN4O4S2Ti (ωB97M-V/def2-TZVPD).

```
104
Properties=species:S:1:pos:R:3:forces:R:3
Ti 0.076816 0.180019 -0.044110 0.0604 -0.1785 -2.4510
O -1.141384 4.351148 0.580544 0.0375 0.0586 0.0423
C -0.080740 4.657430 1.358235 -0.1611 0.0266 -0.1533
C 0.115644 6.009486 1.622496 0.0521 0.1685 0.0646
C 1.164746 6.412996 2.420051 0.0129 0.0972 0.0137
C 2.048581 5.483280 2.982210 -0.0311 0.0865 0.0001
C 1.870379 4.152327 2.712058 0.0185 -0.0848 0.0180
C 0.813826 3.712280 1.885852 0.0720 -0.0356 0.0944
C 0.720057 2.302821 1.575384 0.0151 -0.2926 -0.0312
O -0.230067 1.868854 0.742855 0.3658 1.2989 0.9080
N 1.599267 1.449836 2.069428 0.1374 -0.1826 -0.2423
N 1.269154 0.222565 1.566645 -0.0900 0.7245 1.3113
C 1.603827 -0.891253 2.083379 -0.0149 -0.6448 0.2008
C 0.619081 -1.956823 1.751844 0.1555 0.5072 0.0093
C 0.549634 -3.210878 2.270653 0.3095 -0.5199 0.2696
C -0.639617 -3.937086 2.101133 0.2066 -0.3301 0.2370
C -1.721855 -3.393882 1.462321 -0.1758 -0.1437 0.0377
C -1.569514 -2.118307 0.933101 0.5115 0.0740 0.0399
N -0.415072 -1.460396 1.016839 -0.7205 -0.9209 0.7094
H -1.233526 3.389100 0.534479 0.0304 -0.0831 -0.0316
H -0.584240 6.721159 1.199820 0.0636 -0.0550 0.0456
H 1.301432 7.470298 2.618092 -0.0213 -0.0736 0.0018
H 2.855557 5.809864 3.626224 -0.0598 -0.0116 -0.0716
H 2.538825 3.409645 3.129612 -0.0510 0.0478 -0.0358
H 2.360233 -0.979286 2.854187 -0.0036 -0.1343 0.0687
H 1.381553 -3.616815 2.832008 -0.1001 -0.0129 0.0084
H -0.723459 -4.932058 2.525614 0.0568 0.0929 -0.0315
H -2.664625 -3.922235 1.390937 0.0539 0.0415 -0.0255
H -3.343792 -1.909882 0.261392 -0.0331 -0.0041 -0.0447
C -4.280486 5.840554 -4.791198 0.1264 -0.0832 0.1340
C -3.346078 4.887153 -4.084029 -0.0411 0.1313 -0.0634
C -3.628334 3.521414 -4.028872 -0.1170 -0.0708 -0.0157
C -2.763312 2.629765 -3.420489 -0.1092 -0.0137 0.0384
C -1.599766 3.125268 -2.847549 -0.1263 0.0228 -0.1407
C -1.304627 4.487399 -2.838663 -0.1103 0.0222 -0.0436
C -2.182341 5.357784 -3.468178 -0.0050 0.0213 0.0207
S -0.372219 2.066865 -2.193612 -0.3271 0.1851 0.0219
O -1.109342 0.883963 -1.486968 0.0995 0.5170 -0.3955
C 0.461734 1.403820 -3.612771 0.1033 0.2431 0.0555
C 1.628641 2.168468 -3.880058 -0.1115 0.0135 0.1224
C 2.452602 1.816103 -4.897129 0.1095 -0.0690 -0.1821
C 2.169291 0.665703 -5.675460 0.0354 0.1238 -0.0968
C 3.029067 0.280920 -6.736376 -0.0467 0.1472 0.0378
C 2.744861 -0.812263 -7.495574 -0.1199 -0.1437 -0.0793
C 1.585601 -1.580261 -7.223328 0.1764 -0.0185 -0.1200
C 0.741332 -1.230895 -6.212720 -0.0558 0.0500 0.0762
C 1.004335 -0.092055 -5.403121 -0.1252 -0.1267 0.0524
C 0.106661 0.307493 -4.351558 -0.0457 -0.2763 -0.1545
C -1.209426 -0.415998 -4.256648 0.0374 0.0833 -0.1867
C -2.184149 -0.093630 -5.264189 0.1280 0.1257 -0.0210
C -1.980031 0.960808 -6.200800 0.0739 -0.0782 0.0752
C -2.918090 1.245260 -7.148633 -0.1383 -0.0283 -0.0767
C -4.122276 0.500298 -7.221156 0.0944 0.1464 -0.0645
C -4.354493 -0.503356 -6.329968 0.0235 -0.0935 0.1174
C -3.393967 -0.823731 -5.331580 -0.1198 -0.0693 -0.0114
C -3.628021 -1.871678 -4.403629 -0.0627 0.0593 -0.0887
C -2.712959 -2.153459 -3.438260 0.1210 0.0868 -0.0149
C -1.494497 -1.422622 -3.365566 -0.2210 -0.0580 -0.0878
S -0.452080 -1.863398 -2.011853 0.1313 -0.1615 0.0824
O -2.513488 -1.420987 0.323106 -0.3037 0.1486 -0.1540
C 0.574382 -3.196407 -2.585533 0.0767 -0.1106 -0.1153
C 1.543099 -3.686681 -1.711860 0.0563 -0.0969 -0.1273
C 2.369163 -4.728853 -2.107251 -0.0015 0.0223 0.0729
C 2.252759 -5.306521 -3.372525 0.1568 -0.1327 -0.0052
C 3.154079 -6.448691 -3.789371 -0.1030 0.1477 0.0787
C 1.276229 -4.804561 -4.223595 -0.1332 0.0779 -0.1217
C 0.435923 -3.759398 -3.842750 0.1173 -0.1579 -0.0647
H -5.136623 5.321776 -5.220364 0.0492 -0.0130 0.0340
H -3.758879 6.361907 -5.595690 0.0068 -0.0225 0.0223
H -4.654436 6.601720 -4.103687 0.0295 -0.0399 0.0004
H -4.542665 3.147283 -4.478205 0.0703 0.0355 0.0237
H -2.997901 1.570825 -3.376661 0.0569 0.1456 -0.0101
H -0.417022 4.860837 -2.335589 -0.0906 -0.0571 -0.0815
H -1.970631 6.423367 -3.471893 -0.0059 -0.1310 -0.0019
H 1.855626 3.035618 -3.265833 -0.0546 -0.0826 -0.0297
H 3.339068 2.403869 -5.118460 -0.0901 -0.0681 0.0091
H 3.913124 0.878688 -6.934739 -0.0768 -0.0431 0.0279
H 3.398266 -1.093602 -8.313182 -0.0474 -0.0023 0.0580
H 1.364062 -2.451856 -7.830318 0.0360 0.0948 0.0366
H -0.145450 -1.824920 -6.031979 0.0382 0.0955 -0.0155
H -1.071841 1.552247 -6.157453 -0.0629 -0.0659 0.0011
H -2.741739 2.050199 -7.854512 -0.0320 -0.0823 0.0647
H -4.855907 0.731894 -7.986545 0.0921 -0.0096 0.0898
H -5.276986 -1.074511 -6.368741 0.0996 0.0345 0.0067
H -4.547850 -2.443469 -4.473533 0.0648 0.0594 0.0050
H -2.886099 -2.952958 -2.725996 0.0321 0.0723 -0.0479
H 1.661149 -3.255136 -0.725724 0.0055 0.0344 0.1069
H 3.125242 -5.100637 -1.420637 -0.0839 0.0588 -0.0576
H 4.190961 -6.259721 -3.503410 -0.0746 0.0197 -0.0100
H 3.121326 -6.610018 -4.866687 -0.0189 0.0338 0.0414
H 2.850035 -7.380733 -3.306509 -0.0132 0.0626 -0.0086
H 1.161446 -5.238279 -5.214088 -0.0013 0.0669 0.1212
H -0.320377 -3.395862 -4.526368 0.0359 -0.0649 0.0477
I 4.348915 -1.628600 -3.986232 0.1250 -0.2080 0.0596
C 3.789978 -0.241051 -2.557900 0.0571 -0.0497 -0.0575
C 4.600571 0.819464 -2.200269 0.1312 0.1635 0.0522
C 4.106550 1.738736 -1.285286 0.3211 0.0393 -0.1437
C 2.854141 1.558421 -0.753383 -0.3190 -0.2266 -0.0430
N 2.066475 0.505898 -1.061741 0.2066 -0.1056 -0.2974
C 2.545810 -0.364355 -1.972728 -0.1595 0.1661 0.2469
H 5.585938 0.942072 -2.634930 -0.0584 -0.0149 0.0289
H 4.689183 2.601248 -0.985144 -0.0270 -0.0718 -0.0340
H 2.468913 2.281949 -0.062674 -0.1297 0.1273 0.2009
H 1.904726 -1.174709 -2.266982 -0.0525 -0.0537 0.0368
```
Forces are in eV/Å.

As for the charge: +2. Its HOMO energy (alpha / beta) is -12.775 / -12.793 eV. For the molar mass, the calculation gives 1023.82 g/mol. Its multiplicity is 2. The lowest unoccupied orbital energy (alpha / beta) comes out at -6.092 / -6.364 eV. The calculation puts the gap between HOMO and LUMO (alpha / beta) at 0.2456 / 0.2363 Ha.

---

Calculated energy above the lowest of the compared OMol25 structures with the same formula, charge and spin, 1.076, 1.006, 0.000 eV (same order as the records).